Computed, not measured: C6H10 as an isolated structure, with wB97M-V/def2-TZVPD.

Geometry as XYZ:
```
16
Properties=species:S:1:pos:R:3:forces:R:3:lowdin_charge:R:1
C 1.0858 -0.5856 -0.9047 0.2322 -0.1788 -0.4013 -0.02
C 0.3335 -0.7498 0.8828 -0.1757 0.0072 0.3427 -0.23
C 0.8992 0.5595 0.5220 0.2470 -0.2142 -0.1258 -0.18
C 0.2719 0.6695 -0.8378 -0.0307 0.1084 -0.0823 -0.30
C -1.1872 0.2488 -0.6192 -0.0665 0.0722 -0.0215 -0.17
C -1.0423 -0.6273 0.6401 0.0198 -0.2530 -0.1579 -0.21
H 0.6598 -1.5013 -1.3196 0.0642 0.2010 0.3012 0.11
H 2.1458 -0.4870 -1.1351 -0.2105 0.0728 0.0720 0.10
H 0.7808 -1.4005 1.6313 -0.0640 0.1124 -0.2400 0.13
H 1.9141 0.8826 0.7370 -0.1736 -0.0911 -0.0596 0.12
H -0.2539 1.3462 1.4655 -0.2995 0.0251 0.1427 0.10
H 0.4950 1.5147 -1.4835 0.0054 -0.1252 0.0782 0.14
H -1.5482 -0.3241 -1.4839 0.0663 0.0702 0.1261 0.11
H -1.8570 1.1056 -0.4858 0.0869 -0.0904 0.0239 0.10
H -1.7570 -1.4223 0.8338 0.1232 0.1027 -0.0076 0.09
H -0.9401 0.7709 1.5571 0.1755 0.1807 0.0091 0.10
```
Forces are in eV/Å.

Calculated values
Orbital gap, eV: 8.4
Energy above the lowest of the compared OMol25 structures with the same formula, charge and spin, kcal per mole: 132.0

---

Computed, not measured: one molecule with the formula C6H10, with wB97M-V/def2-TZVPD.

Geometry as XYZ:
```
16
Properties=species:S:1:pos:R:3:forces:R:3:lowdin_charge:R:1
C -0.6140 0.0173 -1.5780 0.1405 -0.1790 -0.2691 -0.10
C -0.3031 -0.2754 -0.1345 1.2307 -0.2257 -0.2814 -0.37
C -0.4553 -1.6880 0.3618 0.1537 -0.2761 -0.1635 -0.10
C 0.4800 1.8780 1.6413 0.4337 0.6198 0.4943 -0.04
C 1.2119 1.0897 0.9121 -0.0990 0.6126 0.5331 -0.21
C 1.4309 0.1324 0.0810 -1.6527 0.4049 0.5153 0.00
H -1.5620 -0.4194 -1.9145 0.1177 -0.0138 0.0950 0.08
H 0.2146 -0.3903 -2.1505 -0.1911 -0.0060 -0.5572 0.07
H -0.6644 1.1025 -1.7372 0.1231 -0.2788 -0.0371 0.08
H -0.9959 0.3574 0.4784 1.4907 -0.1818 -0.2761 0.12
H -0.4008 -1.7068 1.4582 0.1007 -0.0696 -0.2804 0.08
H -1.4016 -2.1521 0.0600 0.1055 0.0910 -0.0341 0.08
H 0.3854 -2.2405 -0.0487 -0.1387 -0.5729 0.0823 0.07
H 0.0969 2.7885 1.2050 0.0177 0.2497 0.2689 0.06
H 0.1799 1.5493 2.6260 0.0413 0.3181 0.1997 0.06
H 2.4966 -0.1229 -0.2014 -1.8739 -0.4926 -0.2898 0.11
```
Forces are in eV/Å.

Calculated values
Orbital gap, eV: 9.8
Energy above the lowest of the compared OMol25 structures with the same formula, charge and spin, kcal per mole: 78.4

---

Computed, not measured: C6H10 as an isolated structure, with wB97M-V/def2-TZVPD.

Geometry as XYZ:
```
16
Properties=species:S:1:pos:R:3:forces:R:3:lowdin_charge:R:1
C 1.3415 -0.9703 -1.3496 -0.1786 0.7920 2.2397 -0.11
C 0.0054 -0.4262 -1.7866 -0.2308 -2.1970 -2.6046 -0.28
C -1.0058 0.2595 -0.9630 2.3154 0.9049 -0.7104 -0.16
C -0.6641 0.7247 0.2660 -3.7063 -1.0272 1.0080 -0.18
C 0.1247 0.5244 1.3163 -0.0524 2.9215 -1.5977 -0.09
C -0.1507 0.7598 2.7026 0.1512 -1.4014 2.3910 -0.18
H 1.8816 -0.1339 -0.8869 0.2424 -0.4066 -0.0377 0.07
H 1.9684 -1.4288 -2.1071 -0.3733 0.0431 -0.3503 0.07
H 1.1410 -1.6919 -0.5482 0.4149 -0.0579 -0.0572 0.08
H -0.5293 -1.2716 -2.2476 0.0298 0.1243 -0.4432 0.11
H 0.2293 0.2584 -2.6200 -0.4915 0.1022 0.0214 0.13
H -1.7973 0.6700 -1.5975 0.1666 0.1088 0.6059 0.10
H -2.0799 0.6102 0.3160 1.6001 0.5805 0.8996 0.20
H 0.5142 1.4468 3.2821 -0.0267 -0.4556 -0.9611 0.08
H -1.1542 0.9122 3.1810 0.1513 -0.0988 -1.1834 0.08
H 0.1752 -0.2434 3.0425 -0.0121 0.0671 0.7799 0.08
```
Forces are in eV/Å.

Calculated values
Orbital gap (spin up / spin down), eV: 6.6 / 6.9
Energy above the lowest of the compared OMol25 structures with the same formula, charge and spin, kcal per mole: 152.3

---

Computed, not measured: one molecule with the formula C6H10, with wB97M-V/def2-TZVPD.

Geometry as XYZ:
```
16
Properties=species:S:1:pos:R:3:forces:R:3:lowdin_charge:R:1
C 1.6904 0.2766 -1.0744 0.1831 -0.4173 0.4812 0.04
C 0.3819 0.5136 -0.6658 -1.0144 0.0585 -0.4733 -0.48
C -0.5867 1.2370 -1.3565 0.4869 0.0860 -0.1794 -0.06
C 0.2581 -1.5919 0.7147 0.1332 0.6545 0.8388 -0.03
C -0.0464 -0.1426 0.5630 0.7786 0.3144 0.3983 -0.24
C -1.1458 0.4495 1.3067 1.4738 -1.3157 -0.4089 0.01
H -1.6147 -0.0885 0.3968 -1.5134 0.9843 0.5249 0.15
H 2.0472 0.6780 -2.0125 0.0770 0.2065 0.1332 0.05
H 2.4134 -0.1332 -0.3803 -0.0199 -0.1398 -0.1815 0.03
H -0.2782 1.6828 -2.2912 -0.0930 0.1956 0.0091 0.03
H -1.5875 1.4434 -1.0141 0.0196 -0.1758 0.0913 0.01
H -0.3040 -2.1453 -0.0415 0.2677 -0.0712 -0.1089 0.11
H 0.0000 -1.9515 1.7097 -0.1416 -0.0802 -0.0080 0.08
H -1.1559 1.5292 1.3337 -0.4793 0.0410 -0.5475 0.11
H 1.3336 -1.7099 0.5766 -0.0146 -0.2082 -0.4415 0.09
H -1.4055 -0.0473 2.2348 -0.1438 -0.1326 -0.1277 0.09
```
Forces are in eV/Å.

Calculated values
Orbital gap, eV: 5.0
Energy above the lowest of the compared OMol25 structures with the same formula, charge and spin, kcal per mole: 113.7

---

Computed, not measured: a 2-piece molecular cluster, C6H10BBrO2 overall, with wB97M-V/def2-TZVPD.

Geometry as XYZ:
```
20
Properties=species:S:1:pos:R:3:forces:R:3:lowdin_charge:R:1
B -0.5685 -0.6560 1.2101 1.2570 -2.5621 0.1508 -0.56
C 0.3625 -0.9231 -0.7621 -0.9318 0.7216 0.2206 -0.24
C 0.9285 -1.5092 -1.7933 0.3803 -0.1163 0.5114 0.08
C 0.0112 0.5926 -0.5865 1.3096 -2.2516 0.3634 -0.48
C 1.3096 1.3213 -0.3967 0.2133 0.3091 -0.2743 0.00
C -0.6417 1.1936 -1.7635 -0.3113 1.7255 -1.8614 -0.03
C -1.5812 -0.9555 3.3619 -0.5790 0.7283 3.4099 -0.50
O -0.0160 -1.6195 0.4199 0.3389 0.2010 -1.6799 0.16
O -0.6843 0.5093 0.6998 -1.0650 4.1163 -1.5547 0.17
Br 0.0429 -1.0370 4.3852 -1.1346 -0.0953 -1.0368 0.64
H 1.0543 -2.5413 -1.7458 0.1033 -1.7846 0.3122 0.05
H 1.5447 -1.1167 -2.5673 -0.3547 1.1054 -0.6007 0.07
H 2.0101 0.5681 -0.6481 1.4663 -0.1342 -0.1144 0.08
H 1.4122 1.5670 0.6360 0.3287 0.5648 0.6052 0.10
H 1.4212 2.1635 -1.0919 0.0109 -0.0627 0.5575 0.10
H -0.6789 2.3508 -1.6307 -0.0280 -2.0130 -0.3909 0.12
H -1.6424 0.8271 -1.9547 -0.2238 -0.1130 -0.0728 0.08
H 0.0142 0.9379 -2.7075 -1.2286 0.6199 1.8797 0.14
H -2.2985 -1.7329 3.5469 0.0455 -0.6105 0.0272 0.00
H -1.9998 0.0599 3.3883 0.4031 -0.3486 -0.4521 0.01
```
Forces are in eV/Å.

Calculated values
Spin multiplicity: 3
⟨S²⟩: 2.01
Orbital gap (spin up / spin down), eV: 6.5 / 7.4

---

Computed, not measured: one molecule with the formula C6H10BN, with wB97M-V/def2-TZVPD.

Geometry as XYZ:
```
18
Properties=species:S:1:pos:R:3:forces:R:3:lowdin_charge:R:1
B -0.7584 1.5269 -0.1129 1.1570 0.2688 -0.2620 -0.34
C -2.2684 1.2751 0.0345 1.3561 -0.9163 0.7307 -0.01
C -2.8173 0.0792 0.2069 2.0198 -0.0939 -1.5964 -0.13
C -2.1555 -1.1613 -0.1168 -2.6293 -2.9217 0.4206 -0.17
C -0.8946 -1.3691 -0.3075 1.7057 5.5808 0.0676 0.16
C 2.1742 -0.2863 0.5257 1.2393 -2.2870 -2.5993 -0.07
C 1.4043 0.1953 -0.7050 -0.2457 0.2618 3.6842 -0.27
N 0.0487 0.4487 -0.3171 -1.8103 -4.9762 -1.1735 0.07
H -0.1017 2.5626 -0.0044 -0.8279 -0.1661 -0.2165 0.09
H -2.8374 2.0938 0.2321 -1.9286 2.2419 0.4706 0.05
H -3.7930 -0.1430 0.3972 -2.8071 0.3789 0.7275 0.07
H -2.9591 -2.0676 -0.1477 2.3435 1.7661 0.0903 0.16
H -0.1613 -2.0872 -0.4087 1.0653 -1.3643 -0.4234 0.06
H 2.4134 -1.3664 0.4710 0.2275 0.3969 -0.2242 0.08
H 3.0675 0.2608 0.6311 1.1571 0.5360 0.4237 0.06
H 1.5921 -0.2465 1.3425 -1.9790 0.7301 3.0328 0.03
H 1.9375 1.0432 -0.9658 0.3196 2.2891 -0.9611 0.09
H 1.5588 -0.4827 -1.4553 -0.3630 -1.7251 -2.1914 0.08
```
Forces are in eV/Å.

Calculated values
Orbital gap, eV: 9.6
Energy above the lowest of the compared OMol25 structures with the same formula, charge and spin, kcal per mole: 66.8

---

In hartree/bohr, the max |F| values for the records above are, in order, 0.0097; 0.0381; 0.0773; 0.0392; 0.0880; 0.1135.
In Ha, the total energy values for the records above are, in order, -234.39216; -234.47761; -234.35987; -234.42124; -2983.79642; -314.09333.